No. 1
Molecular formula: C5H10N2O
Method: DFT, the ωB97M-V functional and the def2-TZVPD basis

Structure (XYZ):
```
18
Properties=species:S:1:pos:R:3:forces:R:3:mulliken_charge:R:1
C -0.671 -0.155 0.406 2.23 -1.26 -3.61 0.39
C 2.109 -0.457 1.372 -0.14 0.00 -0.05 -0.69
C -2.005 0.526 0.446 -0.40 -0.17 -0.61 -1.40
C 0.500 0.568 -0.189 -1.13 6.38 3.30 0.59
C -0.630 -1.007 -2.043 0.51 0.51 0.72 -0.25
O 1.575 0.680 0.687 0.93 -0.81 -0.96 -0.41
N -0.207 -1.195 -0.853 -2.90 -1.75 0.82 -0.46
N 0.300 1.602 -0.976 1.03 -2.60 0.52 -0.72
H -0.454 -0.703 1.321 0.15 -0.13 -0.45 0.27
H 1.211 2.060 -1.084 -0.28 0.06 0.00 0.25
H 3.045 -0.138 1.838 -0.14 0.06 -0.23 0.28
H 2.304 -1.284 0.685 -0.06 0.06 0.11 0.32
H 1.446 -0.779 2.181 -0.03 -0.08 -0.12 0.25
H -2.801 -0.218 0.563 0.09 0.15 0.01 0.34
H -2.047 1.208 1.305 0.18 -0.18 -0.09 0.37
H -2.199 1.126 -0.445 0.11 -0.13 0.08 0.32
H -0.521 -1.806 -2.787 0.41 0.19 0.25 0.28
H -0.957 -0.028 -2.427 -0.55 -0.29 0.30 0.27
```
Forces are in eV/Å.

For the gap between HOMO and LUMO, the calculation gives 0.3382 Eh. As for the SMILES: [H]/N=C(\OC)[C@@H](C)N=C. Its energy relative to the best compared isomer or geometry (same formula, charge and spin) is 4.1238 eV. As for the charge: 0. The LUMO energy is 0.49 eV.



No. 2
Molecular formula: C37H82N2O15P4S2
Method: DFT, the ωB97M-V functional and the def2-TZVPD basis

Structure (XYZ):
```
142
Properties=species:S:1:pos:R:3:forces:R:3:mulliken_charge:R:1
C 0.358 -0.273 4.553 -0.58 0.10 -0.39 -0.31
O 0.946 0.074 3.302 -0.19 -0.41 0.33 -0.49
C 0.068 -0.131 2.200 -0.34 0.33 -0.63 0.81
C -0.397 1.218 1.555 0.20 -0.36 -0.23 -1.18
C -0.244 1.217 0.002 0.46 -0.18 0.37 -0.59
C -0.837 -0.031 -0.735 -0.27 0.60 0.23 -1.00
C -2.267 -0.487 -0.277 0.28 -0.57 -0.32 -0.49
C -2.341 -2.023 0.061 -0.40 0.51 -0.58 -0.60
C -3.613 -2.393 0.896 0.60 -0.29 -0.18 -0.90
C -3.297 -2.730 2.407 -0.52 -0.91 -0.95 0.69
P -4.645 -2.121 3.538 1.11 2.00 -0.50 1.10
C -5.729 -0.687 2.952 -0.06 -0.91 -1.05 -1.57
C -3.533 -0.852 4.445 -0.21 0.43 1.37 -0.05
C -3.559 -1.029 6.005 0.48 0.50 -0.48 -1.13
C -2.346 -1.814 6.559 -0.45 -0.17 1.20 -0.51
S -2.106 -3.430 5.713 0.77 0.40 -0.69 -0.06
C -0.368 -3.804 6.082 0.46 0.90 1.09 -0.14
S 0.123 -3.562 7.644 -0.01 -0.17 -0.50 -0.23
N 0.525 -4.242 5.106 -2.51 -0.80 0.36 0.72
C -0.051 -4.265 3.745 1.30 -0.15 -1.30 -0.32
C 0.881 -5.001 2.703 -1.42 0.01 -0.19 -0.65
O 1.400 -6.248 3.171 -0.16 0.32 -0.06 -0.42
C 0.842 -6.620 4.418 0.89 0.25 0.92 -0.61
C 1.206 -5.513 5.456 0.56 -1.01 -0.91 -0.75
N -5.822 -3.293 2.680 0.33 1.34 -1.46 -0.65
C -6.223 -4.106 3.438 0.31 -0.08 -0.91 0.58
O -6.496 -4.914 4.197 -1.25 -2.33 2.32 -0.48
H -0.148 -1.256 4.439 0.23 0.38 0.37 -0.15
H -0.412 0.490 4.807 0.34 -0.44 0.15 0.37
H 1.114 -0.336 5.355 -0.19 0.11 -0.56 0.32
H -0.852 -0.699 2.470 0.63 0.15 0.17 -0.55
H 0.604 -0.757 1.455 -0.13 0.43 0.37 0.23
H -1.443 1.427 1.848 0.46 -0.02 -0.12 0.43
H 0.235 2.027 1.969 -0.31 -0.38 -0.17 0.41
H -0.613 2.184 -0.392 -0.06 -0.58 0.06 0.22
H 0.852 1.209 -0.197 -0.61 0.08 0.00 0.31
H -0.115 -0.862 -0.618 -0.43 0.28 -0.08 0.38
H -0.877 0.212 -1.816 0.16 -0.22 0.52 0.47
H -2.940 -0.339 -1.145 0.10 0.07 0.62 0.53
H -2.683 0.111 0.559 0.43 -0.23 -0.33 0.15
H -2.429 -2.528 -0.926 0.20 0.11 0.60 0.48
H -1.390 -2.391 0.504 -0.59 0.25 0.04 0.30
H -4.348 -1.573 0.793 0.31 -0.38 0.06 0.35
H -4.061 -3.289 0.424 0.01 0.55 0.43 0.21
H -3.333 -3.841 2.455 0.06 0.63 0.22 0.56
H -2.272 -2.449 2.694 -0.64 0.28 0.06 -0.80
H -4.935 -2.808 4.752 0.15 0.24 -0.21 -0.17
H -5.095 0.021 2.379 -0.22 -0.21 0.71 0.42
H -6.257 -0.198 3.788 0.39 -0.19 -0.34 0.36
H -6.437 -1.107 2.215 0.07 0.34 0.61 0.45
H -2.481 -0.819 4.117 -0.42 -0.19 0.03 -0.41
H -3.947 0.160 4.252 0.30 -0.55 0.00 0.51
H -4.518 -1.454 6.377 0.53 0.05 -0.35 0.30
H -3.505 -0.008 6.443 0.05 -0.66 0.01 0.39
H -2.532 -2.046 7.626 0.23 0.17 -0.55 0.59
H -1.411 -1.230 6.524 -0.38 -0.34 -0.27 0.31
H -1.031 -4.770 3.673 0.34 0.50 0.31 0.54
H -0.087 -3.214 3.398 -0.48 -0.60 0.14 -0.41
H 1.654 -4.335 2.277 0.06 -0.51 0.63 0.33
H 0.196 -5.249 1.856 0.42 0.33 0.35 0.33
H 1.373 -7.531 4.762 -0.31 0.41 -0.40 0.44
H -0.241 -6.861 4.380 0.42 0.27 -0.09 0.23
H 0.955 -5.908 6.453 0.10 0.74 -0.24 0.68
H 2.298 -5.353 5.346 -0.56 -0.25 0.35 0.12
O -1.160 5.142 -2.462 -1.12 3.60 0.54 -0.83
P -1.811 5.484 -3.772 1.04 -7.19 -3.61 1.02
O -2.950 4.303 -3.873 0.07 0.83 0.17 -0.31
C -4.101 4.398 -3.041 -0.36 -0.02 0.12 -0.43
C -5.036 5.511 -3.480 0.09 0.15 -0.02 -0.93
O -0.687 4.846 -4.791 -0.01 0.99 0.16 -0.33
C 0.634 4.556 -4.335 0.20 -0.29 0.21 -0.51
C 0.741 3.126 -3.843 -0.01 -0.27 -0.11 -0.96
O -2.475 6.270 -5.111 0.33 1.94 3.15 0.00
C -2.352 7.704 -5.103 0.10 0.43 -0.25 -0.41
C -0.904 8.156 -5.059 0.10 -0.14 0.02 -1.09
H -3.798 4.534 -1.998 0.03 -0.02 -0.01 0.31
H -4.620 3.440 -3.107 0.17 -0.02 -0.09 0.35
H -4.584 6.492 -3.300 -0.07 0.01 0.03 0.18
H -5.976 5.470 -2.928 0.04 -0.02 0.02 0.43
H -5.247 5.442 -4.548 -0.01 -0.07 0.04 0.21
H 0.942 5.266 -3.567 -0.13 -0.08 0.06 0.38
H 1.309 4.700 -5.182 -0.19 0.04 -0.11 0.39
H -0.080 2.856 -3.178 0.03 0.22 0.11 0.08
H 1.683 2.970 -3.314 -0.01 0.01 -0.03 0.41
H 0.699 2.430 -4.684 0.04 0.05 0.00 0.32
H -2.904 8.107 -4.249 -0.06 0.07 -0.08 0.29
H -2.829 8.072 -6.011 -0.06 -0.20 0.00 0.38
H -0.423 7.857 -4.120 -0.02 0.05 0.01 0.36
H -0.839 9.242 -5.135 -0.02 -0.03 0.02 0.42
H -0.333 7.706 -5.871 -0.06 0.04 -0.03 0.21
O 7.149 -3.373 5.286 3.61 0.51 1.19 -0.77
P 7.249 -4.322 6.446 -7.63 -2.96 -0.39 1.06
O 6.856 -5.744 5.721 0.67 0.39 0.30 -0.32
C 7.816 -6.356 4.868 0.19 -0.24 -0.17 -0.37
C 8.990 -6.931 5.643 0.07 0.12 0.09 -0.92
O 5.814 -3.987 7.179 0.83 0.32 0.40 -0.36
C 5.104 -2.785 6.882 -0.24 0.15 -0.28 -0.58
C 4.109 -2.997 5.757 -0.21 -0.16 -0.07 -0.48
O 7.690 -5.134 7.854 2.53 1.90 -1.41 -0.30
C 8.752 -4.539 8.619 0.16 0.15 0.39 -0.28
C 8.413 -3.133 9.078 -0.14 0.06 -0.07 -1.11
H 8.162 -5.638 4.118 -0.04 0.01 0.00 0.30
H 7.303 -7.160 4.337 -0.13 0.10 0.09 0.33
H 9.598 -6.131 6.077 0.05 -0.05 -0.03 0.19
H 9.633 -7.523 4.990 -0.03 0.04 -0.02 0.41
H 8.642 -7.557 6.465 -0.03 -0.02 -0.06 0.24
H 5.797 -1.973 6.653 0.02 -0.11 -0.12 0.36
H 4.569 -2.491 7.788 0.07 -0.20 0.07 0.43
H 4.550 -3.529 4.913 0.21 0.16 0.02 0.33
H 3.719 -2.042 5.401 -0.02 -0.02 0.02 0.29
H 3.270 -3.602 6.104 -0.01 0.13 0.09 -0.11
H 9.668 -4.534 8.020 0.05 -0.05 0.10 0.28
H 8.925 -5.181 9.482 -0.12 -0.11 -0.12 0.36
H 8.305 -2.452 8.226 0.06 0.00 0.01 0.33
H 9.201 -2.739 9.722 0.00 -0.02 -0.03 0.41
H 7.468 -3.121 9.622 0.05 -0.05 0.03 0.26
O -2.581 5.104 -10.374 2.36 1.43 -2.69 -0.77
P -1.448 4.117 -10.368 -3.02 -5.03 5.85 1.14
O -2.249 2.721 -10.705 0.51 0.54 -0.40 -0.36
C -2.707 2.507 -12.034 -0.09 -0.15 -0.29 -0.34
C -1.565 2.232 -12.998 0.11 0.12 0.00 -0.93
O -1.263 3.941 -8.745 0.65 0.55 -0.61 -0.33
C -1.801 4.906 -7.835 -0.33 0.14 0.20 -0.01
C -3.199 4.523 -7.388 -0.20 -0.30 -0.10 -1.02
O 0.035 3.335 -10.543 -0.43 2.68 -2.15 -0.32
C 1.115 4.138 -11.047 0.39 0.14 0.04 -0.28
C 1.413 5.328 -10.154 -0.10 0.03 0.12 -1.09
H -3.297 3.366 -12.369 -0.01 0.00 0.03 0.28
H -3.375 1.644 -12.006 0.03 0.05 0.17 0.33
H -0.955 3.129 -13.144 -0.01 -0.03 -0.07 0.19
H -1.945 1.924 -13.973 -0.03 0.03 0.03 0.42
H -0.909 1.453 -12.609 -0.07 -0.02 0.00 0.25
H -1.784 5.905 -8.278 -0.13 -0.09 -0.14 0.27
H -1.143 4.938 -6.970 0.07 -0.19 -0.11 0.14
H -3.831 4.229 -8.228 0.11 0.17 -0.14 0.51
H -3.678 5.348 -6.865 0.01 -0.05 -0.01 0.16
H -3.161 3.665 -6.713 0.06 0.09 0.07 0.20
H 0.872 4.472 -12.061 0.12 -0.04 -0.03 0.27
H 1.991 3.493 -11.113 -0.15 -0.13 0.03 0.38
H 0.569 6.027 -10.130 0.03 0.02 -0.04 0.33
H 2.287 5.871 -10.518 -0.03 -0.02 -0.02 0.44
H 1.593 5.006 -9.128 0.03 -0.04 -0.05 0.22
```
Forces are in eV/Å.

For the gap between HOMO and LUMO, the calculation gives 0.2764 Eh. As for the SMILES: COCCCCCCCC[PH](C)(CCCSC(=S)N1CCOCC1)N=C=O.CCOP(=O)(OCC)OCC.CCOP(=O)(OCC)OCC.CCOP(=O)(OCC)OCC. As for the charge: 0. The LUMO energy is -0.73 eV.



No. 3
Molecular formula: C5H8N2O2
Method: DFT, the ωB97M-V functional and the def2-TZVPD basis

Structure (XYZ):
```
17
Properties=species:S:1:pos:R:3:forces:R:3:mulliken_charge:R:1
C -1.027 1.969 0.706 0.06 0.08 0.59 -1.18
C 1.884 -1.324 -0.301 0.21 0.02 0.44 -1.04
C -0.038 0.189 -0.859 -0.06 1.18 3.32 0.41
C 0.243 1.302 0.282 -0.64 1.08 -2.43 0.76
C 0.452 -0.959 -0.088 -0.32 -2.43 -1.01 0.76
O -1.623 -1.343 0.716 0.21 0.09 -0.17 -0.39
N -0.258 -1.688 0.694 0.28 0.35 -0.17 -0.62
N -0.746 0.433 -1.854 0.06 0.23 -0.91 -0.70
O 1.354 1.643 0.589 -0.02 -0.44 0.25 -0.54
H -2.014 -2.006 1.302 0.27 0.17 -0.10 0.39
H -0.926 -0.360 -2.473 0.05 -0.13 0.33 0.27
H -0.817 2.771 1.413 -0.02 -0.11 0.04 0.34
H -1.511 2.380 -0.180 0.02 -0.11 -0.10 0.33
H -1.698 1.225 1.136 -0.08 0.05 0.01 0.29
H 2.516 -0.441 -0.216 0.01 0.05 0.02 0.29
H 2.013 -1.729 -1.304 -0.05 -0.04 -0.04 0.29
H 2.196 -2.061 0.436 0.00 -0.05 -0.05 0.35
```
Forces are in eV/Å.

For the gap between HOMO and LUMO, the calculation gives 0.3544 Eh. As for the SMILES: [H]/N=C(C(C)=O)\C(C)=N/O. Its energy relative to the best compared isomer or geometry (same formula, charge and spin) is 3.8330 eV. As for the charge: 0. The LUMO energy is 0.58 eV.



No. 4
Molecular formula: C20H24BrCl3N5OSSiTeTi
Method: DFT, the ωB97M-V functional and the def2-TZVPD basis

Structure (XYZ):
```
58
Properties=species:S:1:pos:R:3:forces:R:3:mulliken_charge:R:1
Ti 0.636 0.678 -1.015 -0.01 0.68 0.61 0.52
Te 3.164 1.617 -2.021 0.29 -0.32 0.05 -0.13
C -4.941 -0.757 0.981 0.01 0.00 0.00 -0.96
N -4.115 -0.225 -0.084 0.05 0.07 -0.14 -0.07
N -2.781 -0.524 -0.180 -0.02 -0.01 -0.15 0.80
C -2.300 0.017 -1.330 -0.03 0.20 0.06 -0.05
O -1.061 -0.081 -1.643 0.32 -0.06 0.09 0.02
C -3.365 0.651 -1.982 -0.03 -0.12 0.17 -1.18
C -4.473 0.475 -1.177 0.09 -0.05 0.05 1.03
C -5.873 0.927 -1.385 -0.06 0.03 -0.04 -1.68
C -2.034 -1.145 0.866 -0.01 0.09 -0.04 -0.33
C -1.890 -0.489 2.082 0.04 -0.09 -0.01 0.26
C -1.156 -1.100 3.085 -0.04 0.05 0.00 -0.89
C -0.557 -2.331 2.859 0.03 -0.04 0.02 -0.49
C -0.686 -2.961 1.630 -0.02 -0.01 -0.05 -0.78
C -1.435 -2.371 0.621 0.01 0.04 0.06 -0.10
H -4.867 -0.145 1.879 -0.02 -0.03 0.01 0.32
H -4.631 -1.776 1.205 -0.03 0.01 0.02 0.33
H -5.969 -0.770 0.629 -0.01 0.00 0.04 0.43
H -3.310 1.196 -2.906 0.01 0.01 -0.03 0.46
H -5.918 1.582 -2.251 0.00 0.00 0.00 0.38
H -6.246 1.476 -0.520 0.00 0.00 0.00 0.38
H -6.535 0.079 -1.566 -0.01 0.01 0.00 0.35
H -2.317 0.495 2.217 -0.02 0.01 0.01 0.51
H -1.031 -0.603 4.037 0.00 0.01 0.00 0.43
H 0.022 -2.798 3.645 0.01 -0.01 0.00 0.44
H -0.215 -3.919 1.457 0.01 -0.01 0.00 0.46
H -1.557 -2.846 -0.344 0.00 -0.01 0.00 0.47
Cl 1.210 4.724 -1.135 0.00 -0.10 -0.05 -0.28
Si 1.193 2.877 -2.059 -0.73 0.47 -0.36 0.57
Cl 0.143 3.267 -3.812 0.17 -0.14 0.21 -0.29
Cl -0.727 2.248 0.215 0.13 -0.26 -0.18 -0.67
Br 0.684 -0.333 -4.172 -0.07 0.08 -0.03 -0.05
C 1.160 -1.685 -2.958 0.03 -0.18 -0.07 0.31
C 1.272 -2.981 -3.439 0.10 0.04 0.04 -0.72
C 1.696 -3.964 -2.567 0.00 0.02 0.11 -0.36
C 1.984 -3.615 -1.252 -0.03 0.01 -0.11 -1.05
C 1.808 -2.306 -0.860 -0.01 0.00 -0.03 -0.28
N 1.392 -1.337 -1.694 -0.13 -0.23 -0.15 0.63
H 1.048 -3.189 -4.474 0.01 -0.01 0.00 0.47
H 1.808 -4.984 -2.908 0.01 -0.02 -0.01 0.43
H 2.336 -4.340 -0.534 0.00 -0.03 -0.01 0.50
H 2.012 -2.000 0.155 -0.01 0.01 0.01 0.49
C 4.934 0.577 1.351 0.04 -0.02 -0.02 -0.81
N 4.015 1.671 1.551 -0.02 0.14 0.11 0.12
C 4.500 3.048 1.660 0.05 0.03 -0.02 -0.59
C 3.205 3.883 1.693 0.04 0.10 -0.04 -0.52
N 2.179 2.859 1.542 0.08 -0.19 0.16 0.25
C 2.695 1.642 1.448 -0.18 -0.08 -0.15 -0.04
S 1.753 0.213 1.236 -0.05 -0.04 -0.13 -0.25
H 5.503 0.736 0.432 0.00 -0.01 0.01 0.33
H 4.372 -0.348 1.271 0.01 -0.01 0.01 0.20
H 5.623 0.517 2.194 0.00 -0.02 -0.01 0.29
H 5.120 3.282 0.792 -0.02 0.00 0.01 0.34
H 5.105 3.163 2.561 -0.02 0.01 -0.01 0.35
H 3.154 4.594 0.868 0.01 -0.03 0.06 0.22
H 3.078 4.419 2.633 0.02 -0.01 -0.01 0.35
H 1.182 3.011 1.476 0.00 0.06 -0.10 0.13
```
Forces are in eV/Å.

For the gap between HOMO and LUMO, the calculation gives 0.2745 Eh. Its energy relative to the best compared isomer or geometry (same formula, charge and spin) is 0.0655 eV. As for the charge: +1. The LUMO energy is -2.74 eV.



Q: Which of these has the highest gap between HOMO and LUMO?
A: C5H8N2O2



Q: charge of number 2 (C37H82N2O15P4S2)?
A: 0



Q: Number 3 is which compound?
A: C5H8N2O2